[1]
ORCA calculation (ωB97M-V/def2-TZVPD) on 9 unconnected molecules or ions with the total composition C38H45N9.

Values from the calculation:
Kohn-Sham gap: 8.4 eV
Highest occupied orbital energy: -7.99 eV
Net charge: 0

Structure (XYZ):
```
92
Properties=species:S:1:pos:R:3:forces:R:3
C -11.761001 0.958879 15.339842 -0.94 0.56 0.38
C -10.865432 1.220059 14.266656 0.14 0.49 1.31
C -10.488157 2.531080 14.436602 0.01 1.10 0.24
N -11.207584 3.118875 15.521750 2.07 -0.58 -2.59
C -11.962843 2.147791 16.014535 -1.39 -1.25 1.12
H -12.318786 0.074602 15.610647 0.20 -0.12 -0.31
H -10.472402 0.486904 13.577878 0.04 0.29 -0.06
H -9.720830 3.087979 13.919427 -0.21 0.10 0.00
H -11.150947 4.076433 15.837923 0.02 -0.36 -0.18
H -12.668898 2.376934 16.798998 0.08 -0.23 0.10
C -2.110333 15.174551 15.937367 -1.89 0.63 -2.13
C -1.168886 14.551540 16.716883 0.25 -0.15 1.99
C -1.346809 13.206839 16.585138 0.69 -0.61 -1.33
N -2.184789 13.051372 15.502697 -0.91 -1.98 0.66
C -2.791822 14.199989 15.157158 1.58 2.25 0.98
H -2.272757 16.242123 15.954877 -0.16 -0.07 -0.29
H -0.560550 15.066230 17.445861 0.06 -0.21 0.00
H -0.912596 12.351376 17.081149 0.12 0.13 -0.22
H -2.465268 12.155592 15.129845 0.06 0.11 0.23
H -3.549989 14.288655 14.393155 0.19 -0.11 0.10
C -6.710889 -4.170924 12.025839 -2.40 -0.96 -0.60
C -6.026678 -3.226444 11.272546 0.83 0.26 -0.58
C -6.582390 -3.142792 10.011614 -1.51 -0.28 0.25
N -7.751426 -3.942527 10.025015 1.47 -0.21 1.24
C -7.801409 -4.600510 11.243061 1.01 0.63 0.39
H -6.503004 -4.464515 13.044162 -0.05 -0.02 -0.13
H -5.181610 -2.718063 11.712773 0.14 0.22 -0.63
H -6.340549 -2.562050 9.133750 0.02 0.00 0.21
H -8.419135 -4.128921 9.290497 0.46 0.26 -0.01
H -8.582155 -5.307951 11.480514 0.03 0.11 -0.13
C -5.369592 7.905282 3.286365 1.64 0.90 0.36
C -6.533521 7.188033 3.093973 -1.55 -0.86 2.33
C -6.815557 7.107778 1.808301 0.19 0.50 -3.51
N -5.791190 7.764542 1.112754 -0.44 -0.46 0.89
C -4.883018 8.233196 2.046557 -0.51 0.08 -1.03
H -4.984243 8.196912 4.252201 0.28 -0.12 -0.19
H -7.180835 6.765396 3.848143 0.15 0.11 0.16
H -7.668286 6.712342 1.276436 0.15 -0.09 0.10
H -5.749829 7.925488 0.116514 0.02 -0.14 0.35
H -4.026100 8.753852 1.645309 0.06 0.08 0.54
C -4.072249 -0.918882 17.674936 -0.08 -0.50 -0.23
C -4.747480 -1.851597 18.516048 0.03 -0.12 0.39
C -6.091918 -1.580378 18.451468 0.06 -0.83 0.72
N -6.286050 -0.546281 17.607267 0.78 0.66 -0.98
C -5.049263 -0.181630 17.101159 -1.10 1.27 -0.27
H -3.035620 -0.804210 17.394489 0.00 -0.25 0.35
H -4.338107 -2.627552 19.145891 0.13 0.08 -0.14
H -6.888284 -2.102550 18.960906 -0.05 0.22 -0.10
H -7.135830 -0.074094 17.333366 0.09 -0.42 0.25
H -5.001368 0.649099 16.412674 0.12 -0.10 0.00
C -10.421542 10.517437 8.756703 -0.84 0.39 1.80
C -9.542529 11.494080 8.282325 0.23 1.02 0.68
C -9.437438 12.451251 9.289349 1.14 0.58 -1.12
N -10.168176 12.097094 10.365235 -0.87 -0.90 -0.53
C -10.826988 10.930205 10.048510 0.26 -1.05 -0.88
H -10.736024 9.644858 8.203442 -0.08 -0.02 0.31
H -9.064481 11.493946 7.313899 0.07 0.18 0.17
H -8.865334 13.366276 9.332186 0.00 -0.07 -0.19
H -10.389158 12.711749 11.135612 0.15 -0.31 -0.14
H -11.437912 10.409272 10.770859 -0.05 0.18 -0.09
C 4.893064 9.409265 10.574770 -2.22 -0.50 0.06
C 6.036684 9.202860 11.340678 0.78 0.48 1.22
C 5.663175 8.587027 12.503044 -0.65 -1.43 0.09
N 4.333979 8.243094 12.380005 -0.69 0.70 0.34
C 3.788476 8.816947 11.264502 2.41 0.83 -1.18
H 4.857359 9.940912 9.635364 -0.18 -0.05 0.08
H 7.045784 9.572221 11.232582 -0.13 0.05 -0.48
H 6.212541 8.264749 13.375246 0.09 0.02 -0.21
H 3.765504 7.717276 13.028428 0.41 0.24 0.12
H 2.727350 8.875263 11.072139 0.18 -0.34 -0.03
C -4.631931 4.926431 10.777562 -0.63 0.74 -0.06
C -5.369375 6.096318 10.622099 1.07 0.99 1.67
C -4.974011 7.196584 11.444352 1.01 -1.48 0.22
N -3.913569 7.168680 12.314353 -1.00 -0.37 -0.96
C -3.192549 6.021340 12.400065 -1.60 1.36 -0.77
C -3.551318 4.921824 11.651315 0.48 -0.91 -0.16
H -4.972833 4.048303 10.249286 0.38 -0.22 -0.05
H -6.236410 6.195082 9.985794 0.04 -0.12 -0.07
H -5.575487 8.092845 11.407588 0.21 0.28 0.13
H -2.360903 6.028932 13.089049 0.07 -0.08 -0.01
H -2.949468 4.029199 11.737352 -0.02 -0.18 0.07
C 3.755576 0.366815 16.899857 -0.76 -1.68 0.66
C 3.881835 0.773937 15.615973 0.63 1.28 -0.60
C 3.374090 2.034209 15.316869 -1.36 -0.70 0.35
N 2.602617 2.717238 16.176882 0.04 0.40 -0.59
C 2.384236 2.239786 17.411178 1.12 0.30 -0.98
C 2.985752 1.072962 17.807242 0.32 -0.07 0.77
H 4.060820 -0.647753 17.109294 0.44 0.04 0.53
H 4.453771 0.207225 14.896166 -0.10 -0.04 -0.11
H 3.412683 2.339623 14.281666 0.13 0.70 0.03
H 1.822639 2.855618 18.098028 -0.25 0.02 -0.08
H 2.925057 0.765073 18.840653 -0.21 -0.26 0.01
```
Positions in Å, forces in eV/Å.

***

[2]
ORCA calculation (ωB97M-V/def2-TZVPD) on a molecular structure, C38H46Cl2N3O26S.

Values from the calculation:
Kohn-Sham gap: 6.5 eV
Highest occupied orbital energy: -4.90 eV
Net charge: -1

Structure (XYZ):
```
116
Properties=species:S:1:pos:R:3:forces:R:3
C 2.097249 0.119818 4.327577 0.34 -0.71 -0.03
C 1.639958 -0.464336 2.983724 0.33 0.26 0.18
C 0.922230 0.511019 2.012986 0.01 -0.38 -0.06
C 0.843446 1.935609 2.477002 0.00 0.25 -0.11
C -0.343859 2.386141 3.189080 0.44 0.22 0.20
C -1.448166 1.411785 3.390997 -0.52 -0.29 -0.16
Cl -1.287915 0.140737 4.583496 0.27 0.25 0.05
C -2.560461 1.443999 2.661486 0.35 0.28 0.02
C -2.815075 2.458709 1.590344 -0.40 -0.49 -0.21
Cl -3.824821 0.267781 2.893241 -0.08 -0.02 -0.09
C -0.467957 3.680786 3.626501 -0.13 -0.09 0.04
C -1.643468 4.312734 4.356351 0.75 -0.27 0.42
N -2.367583 3.468968 5.314185 -0.38 0.54 -0.37
C 0.631646 4.550331 3.343022 -0.22 0.31 0.09
N 0.668556 5.839183 3.697452 0.09 0.20 0.09
S 2.077998 6.408899 3.182890 0.04 -0.25 -0.15
N 2.701419 5.097622 2.486856 0.03 0.44 0.06
C 1.799456 4.132309 2.640997 -0.34 -0.66 0.04
C 1.883181 2.783223 2.184855 0.24 -0.20 0.11
C 3.132468 2.330845 1.408364 0.40 -0.34 -0.75
O 4.236250 2.423444 1.968497 -0.21 0.11 0.59
O 2.906576 1.899486 0.252135 -0.24 0.04 0.00
H 1.351063 0.722209 4.828790 -0.07 0.24 -0.01
H 2.317862 -0.721640 4.990486 0.00 0.00 0.11
H 3.033648 0.663071 4.226073 -0.09 0.37 -0.09
H 1.063163 -1.365825 3.174693 -0.33 0.03 -0.12
H 2.539168 -0.801746 2.470957 0.08 -0.13 0.03
H 1.498793 0.519220 1.094927 -0.06 0.12 -0.19
H -0.070247 0.145332 1.745743 -0.11 -0.06 0.17
H -2.575516 3.465626 1.894307 0.10 0.16 0.07
H -3.864792 2.409545 1.308457 -0.05 0.15 -0.02
H -2.241079 2.226337 0.695051 0.14 0.03 -0.05
H -2.304214 4.758631 3.613098 -0.30 -0.06 0.07
H -1.226317 5.147956 4.912942 0.03 0.17 -0.08
H -1.825861 2.666690 5.595972 -0.02 -0.11 -0.03
H -3.231346 3.166100 4.891088 0.00 -0.40 0.14
C 3.899151 -2.006326 -1.151983 0.01 0.31 -0.10
C 4.816470 -2.300707 0.005970 0.14 0.04 0.12
O 3.888523 -2.634547 1.054513 -0.07 -0.19 -0.14
C 2.744572 -3.046235 0.486361 -0.10 0.17 0.07
O 1.832168 -3.542854 1.078300 -0.07 -0.27 -0.06
O 2.743505 -2.821093 -0.844491 0.22 0.14 -0.03
H 4.329438 -2.277565 -2.111345 -0.11 -0.21 0.01
H 3.592650 -0.958452 -1.179931 -0.02 -0.01 0.12
H 5.463371 -3.164546 -0.172285 -0.08 -0.03 -0.02
H 5.422674 -1.446335 0.272102 -0.25 -0.10 0.23
C -6.717947 -0.515914 5.000924 0.21 0.29 0.17
C -6.649900 -1.818096 4.253537 0.29 -0.27 -0.24
O -7.959653 -2.364013 4.445083 -0.06 0.29 0.11
C -8.801474 -1.330648 4.712931 0.03 0.02 -0.04
O -9.983829 -1.422712 4.761180 -0.07 -0.01 0.02
O -8.108336 -0.180585 4.912479 -0.02 -0.30 -0.05
H -6.099847 0.255149 4.550882 -0.17 0.13 -0.01
H -6.447272 -0.621852 6.053227 -0.04 -0.02 0.00
H -6.482102 -1.676631 3.183978 -0.02 0.03 0.01
H -5.891113 -2.490718 4.645035 -0.13 -0.12 0.03
C 2.964608 -2.700172 -4.410317 -0.06 0.18 0.09
C 2.285098 -3.581905 -5.422079 -0.25 0.08 -0.32
O 3.277358 -3.710570 -6.454169 0.14 0.20 0.20
C 4.487480 -3.483097 -5.887146 0.02 -0.01 0.04
O 5.529728 -3.677633 -6.424725 0.04 -0.01 -0.02
O 4.350550 -3.014667 -4.621204 -0.09 -0.04 -0.20
H 2.659415 -2.923920 -3.396102 0.15 -0.11 0.05
H 2.810200 -1.636252 -4.603938 0.07 -0.01 -0.07
H 2.058018 -4.565853 -5.036733 0.05 -0.10 0.02
H 1.374871 -3.138262 -5.818943 0.07 -0.03 -0.17
C 9.191314 0.953603 1.525935 0.13 0.17 0.13
C 8.585019 -0.184411 2.318647 0.08 0.00 0.20
O 7.384113 -0.450697 1.596736 0.13 -0.04 -0.08
C 7.547198 -0.009007 0.327375 -0.17 0.24 0.05
O 6.785481 -0.224396 -0.557095 0.33 0.07 -0.26
O 8.686538 0.712468 0.209735 0.01 -0.09 0.09
H 10.278673 0.942955 1.527703 -0.01 -0.05 -0.20
H 8.841443 1.930476 1.862606 -0.07 -0.03 0.00
H 9.209885 -1.080580 2.308075 0.01 0.01 -0.04
H 8.361897 0.082140 3.348382 -0.20 0.00 -0.05
C 1.486554 -7.603515 -1.475112 0.05 -0.21 0.11
C 2.570675 -6.734315 -0.876674 0.15 -0.11 0.30
O 2.625231 -5.637603 -1.796851 -0.15 -0.19 -0.14
C 1.432829 -5.559747 -2.416178 0.08 0.10 0.19
O 1.088274 -4.654756 -3.110956 -0.14 -0.20 0.15
O 0.669099 -6.643329 -2.151589 0.04 0.04 0.00
H 0.908514 -8.142622 -0.729442 -0.15 0.12 -0.04
H 1.874917 -8.313188 -2.208080 0.01 0.04 -0.03
H 2.309061 -6.348386 0.110201 -0.06 0.06 -0.05
H 3.533641 -7.235096 -0.820256 0.07 0.14 -0.15
C -5.114970 5.237536 -2.275488 -0.16 0.14 -0.15
C -4.653285 3.805927 -2.144287 -0.15 -0.13 -0.10
O -3.532597 3.927755 -1.265560 -0.06 0.07 -0.02
C -3.686553 5.062623 -0.539263 0.07 -0.02 0.00
O -3.009448 5.349725 0.392678 -0.04 0.17 0.07
O -4.708959 5.808679 -1.021292 0.10 -0.22 -0.01
H -6.188982 5.328595 -2.407806 0.00 0.10 0.13
H -4.612633 5.764367 -3.084347 0.03 -0.01 0.02
H -5.401183 3.162552 -1.676146 0.01 0.03 0.03
H -4.353957 3.368319 -3.091344 0.18 -0.01 0.07
C -1.561224 -3.190816 -2.430588 0.12 -0.03 0.08
C -2.400079 -3.502398 -1.212392 0.13 -0.09 0.16
O -3.474838 -2.561121 -1.329748 0.04 -0.04 -0.11
C -3.586481 -2.210820 -2.632613 0.01 0.02 0.02
O -4.484392 -1.576389 -3.085901 -0.04 0.04 -0.03
O -2.540074 -2.680890 -3.349938 -0.05 0.00 0.12
H -1.063468 -4.060642 -2.839612 -0.08 0.03 -0.20
H -0.819418 -2.414184 -2.237346 -0.03 0.01 0.02
H -2.814229 -4.512781 -1.237005 -0.03 0.02 -0.05
H -1.862646 -3.360888 -0.277918 -0.11 0.16 0.03
C -2.504357 3.494457 -5.944403 0.20 -0.12 -0.01
C -3.302273 3.162573 -7.187162 0.14 -0.09 -0.13
O -4.648605 3.403540 -6.760969 0.09 0.07 0.04
C -4.610949 4.274143 -5.728181 -0.04 0.00 -0.01
O -5.562606 4.801538 -5.248246 -0.06 -0.02 -0.02
O -3.340960 4.463491 -5.300357 -0.03 -0.05 -0.07
H -1.526356 3.914800 -6.161246 -0.06 0.17 0.09
H -2.383884 2.636763 -5.280974 -0.05 0.00 0.00
H -3.074246 3.827822 -8.021800 -0.01 0.04 0.03
H -3.180532 2.132141 -7.509642 -0.19 -0.03 0.05
```
Positions in Å, forces in eV/Å.

***

[3]
ORCA calculation (ωB97M-V/def2-TZVPD) on a molecular structure, C38H46OP2SiSn.

Values from the calculation:
Kohn-Sham gap (alpha / beta): 5.4 / 5.4 eV
Highest occupied orbital energy (alpha / beta): -6.50 / -6.57 eV
Net charge: 0

Structure (XYZ):
```
89
Properties=species:S:1:pos:R:3:forces:R:3
Sn -0.992563 1.868875 -0.802439 -0.82 0.55 3.06
C -2.284859 1.165055 -2.406546 0.47 -0.87 0.85
C -1.825838 -0.317317 -2.417076 -1.17 -1.26 -0.53
C -0.791225 -0.707359 -3.477793 -0.24 -0.58 -0.41
C 0.350565 0.308271 -3.659695 -0.65 -0.50 -0.28
C 0.513531 1.301532 -2.532174 1.18 1.78 -2.28
C 0.196742 2.680717 -2.704687 1.78 -1.20 -0.81
C -1.030354 3.189417 -3.406600 -0.35 -0.55 -0.78
C -2.075437 2.034050 -3.628843 -0.17 0.64 -0.40
C 2.297239 0.072830 1.734412 -0.10 0.13 0.57
H -3.271677 1.259695 -1.949043 0.00 -0.11 -0.47
H -2.717458 -0.954198 -2.576396 0.26 0.05 -0.14
H -1.307136 -0.867282 -4.441613 0.15 0.18 0.29
H -0.358585 -1.687121 -3.217211 -0.23 0.32 -0.04
H 1.288738 -0.264000 -3.749331 -0.12 0.35 0.35
H 0.241920 0.804248 -4.642374 0.01 0.08 0.61
H 1.286274 0.985325 -1.822852 0.06 0.52 -0.34
H 1.012668 3.412255 -2.593123 -0.64 -0.12 1.26
H -0.769709 3.629401 -4.395026 0.01 -0.24 0.51
H -1.477264 4.037623 -2.836719 0.32 -0.51 -0.15
H -3.029915 2.512023 -3.911461 0.34 -0.23 0.02
H -1.746282 1.441012 -4.489873 -0.18 0.17 0.10
H 1.259478 0.465963 1.629213 0.12 -0.13 0.00
H 2.913301 0.834019 2.239741 -0.02 -0.33 -0.28
H 2.231720 -0.804655 2.389683 0.04 0.14 -0.21
P -1.273060 -0.996414 -0.692433 1.35 1.44 -0.37
P 2.953137 -0.446939 0.167185 -2.89 -0.25 -1.36
C 0.383942 -1.640713 -0.558933 -2.60 -2.37 1.07
C 1.678520 -1.210021 -0.835224 3.54 1.90 -0.10
C -2.346574 -2.338302 -0.071700 -0.40 -0.30 0.43
C -2.902452 -3.427230 -0.780736 0.33 0.64 0.35
C -3.656112 -4.383063 -0.095010 -0.08 0.01 -0.06
C -3.856442 -4.281444 1.283995 0.19 0.25 0.04
C -3.314307 -3.204594 1.991191 -0.12 -0.24 -0.20
C -2.593195 -2.235690 1.309432 0.17 0.17 -0.38
C -3.551862 0.522481 0.385334 -0.65 -0.49 1.61
C -3.579010 1.782138 0.931262 0.16 1.07 -1.58
C -4.471071 2.663185 0.242677 -0.35 -0.70 0.66
C -5.606961 2.111424 -0.381832 0.34 0.14 -0.09
C -5.744365 0.723296 -0.494139 0.52 -0.64 0.03
C -4.635163 -0.110522 -0.169592 -1.13 0.75 -0.59
C 4.397948 -1.463495 0.482965 0.94 -0.49 0.05
C 4.171719 -2.802010 0.855238 0.22 0.29 -0.04
C 5.229289 -3.596036 1.304478 -0.25 0.19 -0.08
C 6.523337 -3.077007 1.355629 -0.25 0.28 -0.10
C 6.767189 -1.764865 0.939475 -0.25 -0.02 -0.06
C 5.711585 -0.956478 0.499113 -0.12 -0.30 0.16
C 3.491047 1.045399 -0.704566 0.80 0.17 -0.07
C 3.083223 2.325946 -0.292152 0.33 -0.16 0.03
C 3.552957 3.453197 -0.967645 -0.04 -0.04 -0.36
C 4.353585 3.311355 -2.108947 -0.13 -0.23 0.16
C 4.704654 2.033227 -2.556821 0.01 -0.04 0.13
C 4.305212 0.902130 -1.840956 -0.11 0.45 0.01
H 0.290129 -2.675570 -0.150538 -0.26 0.40 -0.22
H 2.173674 -1.686867 -1.698808 -0.08 -0.02 0.26
H -2.761353 -3.500044 -1.855668 0.02 -0.09 0.12
H -4.103882 -5.216251 -0.643898 0.19 0.30 0.16
H -4.446082 -5.026254 1.816649 0.14 0.10 -0.20
H -3.461203 -3.108051 3.066821 -0.05 -0.03 -0.29
H -2.248788 -1.332703 1.809682 0.13 -0.27 0.08
H -2.874964 2.121321 1.692951 0.17 -0.03 -0.51
H -4.291753 3.741679 0.230832 -0.33 -0.29 0.46
H -6.399891 2.770955 -0.756003 0.42 -0.27 0.11
H -6.675386 0.262191 -0.855760 0.50 0.33 0.08
H -4.667994 -1.181797 -0.352434 0.03 0.19 -0.05
H 3.157760 -3.201571 0.783016 0.27 0.09 0.10
H 5.022671 -4.616005 1.628045 0.14 0.23 -0.12
H 7.336019 -3.695157 1.722244 -0.04 0.08 -0.07
H 7.781646 -1.365328 0.967671 -0.28 -0.10 -0.03
H 5.907006 0.065319 0.166434 -0.06 -0.29 0.21
H 2.436350 2.444675 0.581734 0.20 -0.05 -0.28
H 3.284902 4.450754 -0.612418 0.04 -0.32 -0.11
H 4.713750 4.190352 -2.645651 -0.13 -0.23 0.17
H 5.324486 1.912442 -3.448061 -0.18 0.08 0.28
H 4.646373 -0.086043 -2.163597 -0.19 0.29 0.11
C 0.130300 -0.914030 4.305503 0.12 0.10 -0.10
Si -0.856856 0.543013 3.548449 -0.15 -0.22 0.30
C -2.638227 -0.020851 4.020104 -0.04 0.21 -0.07
C -0.524448 2.020739 4.691482 0.04 0.00 0.05
O -0.559942 0.853468 2.011227 -0.32 -0.14 0.09
H -0.107501 -1.045009 5.371954 0.00 0.07 -0.22
H 1.212624 -0.749939 4.228148 -0.14 -0.12 0.09
H -0.121099 -1.856805 3.794456 0.12 0.19 0.05
H -2.795771 0.180531 5.092964 0.02 -0.02 -0.29
H -3.411974 0.521411 3.456060 0.07 -0.17 0.18
H -2.801715 -1.100191 3.878337 0.06 0.31 0.00
H 0.506161 2.384725 4.564506 -0.22 -0.04 0.04
H -1.208881 2.856900 4.482197 0.17 -0.17 0.05
H -0.656750 1.718680 5.741886 0.04 0.15 -0.20
```
Positions in Å, forces in eV/Å.